1.
# C30H49Cl2PPt

A structure of composition C30H49Cl2PPt (ωB97M-V/def2-TZVPD, the OMol25 dataset).

Output
HOMO level (spin up / spin down), eV: 1.249 / -1.385
Molecular weight, g/mol: 706.68

The geometry in ORCA input format:
```
! RIJCOSX wB97M-V def2-TZVPD def2/J DEFGRID3
* xyz -2 5
P 0.6322 0.4759 -0.4106
C 0.3195 2.3852 -0.9438
C 1.2998 3.0452 -1.9279
C 0.9038 4.5031 -2.1842
C -0.5338 4.6261 -2.7077
C -1.4958 4.0173 -1.6825
C -1.1314 2.5412 -1.3983
C 0.3345 -0.5354 -2.0124
C 0.8153 -0.0287 -3.3733
C 0.4380 -1.0720 -4.4365
C -1.0572 -1.4397 -4.4235
C -1.4895 -1.9215 -3.0375
C -1.1778 -0.7945 -2.0536
C 2.5079 0.5904 -0.6494
C 3.2239 1.6078 0.2476
C 4.6010 1.8353 -0.3705
C 5.3890 0.5170 -0.4465
C 4.5966 -0.6575 -1.0416
C 3.1949 -0.7647 -0.4409
H 0.4341 2.8909 0.0452
H 1.3373 2.5078 -2.8862
H 2.3224 3.0176 -1.5308
H 1.6407 4.9865 -2.8472
H 0.9531 5.0066 -1.2209
H -0.8044 5.6745 -2.9298
H -0.6195 4.0697 -3.6393
H -1.3998 4.5797 -0.7546
H -2.5406 4.1132 -2.0089
H -1.8101 2.1443 -0.6278
H -1.3346 1.9663 -2.3146
H 0.8406 -1.5036 -1.8184
H 0.9869 -1.9784 -4.1636
H 1.8982 0.1486 -3.3685
H 0.3509 0.9341 -3.6038
H 0.7838 -0.7566 -5.4304
H -1.2937 -2.1810 -5.2060
H -1.6354 -0.5400 -4.6520
H -2.5490 -2.1996 -2.9958
H -0.9043 -2.8035 -2.7582
H -1.5306 -1.0457 -1.0476
H -1.7344 0.1104 -2.3549
H 2.6673 0.8836 -1.7148
H 2.6561 2.5398 0.3109
H 3.2947 1.2095 1.2742
H 4.4934 2.2337 -1.3872
H 5.1793 2.5771 0.1896
H 5.7129 0.2462 0.5727
H 6.3266 0.6741 -0.9927
H 5.1613 -1.5811 -0.8985
H 4.5152 -0.5099 -2.1256
H 2.6236 -1.5669 -0.9201
H 3.2293 -1.0074 0.6395
Pt 0.0805 -1.1383 2.1886
Cl 0.4904 -3.2794 1.4911
Cl 0.4869 1.1754 2.1661
C -1.8544 -0.7496 2.0060
H -2.0936 0.0829 2.6988
C -5.0160 -2.3710 -0.3920
C -5.2908 -1.3971 0.6121
C -4.2715 -0.8492 1.4057
C -2.9209 -1.2949 1.2304
C -2.6748 -2.3086 0.2422
C -3.6898 -2.7812 -0.5976
H -5.8276 -2.8294 -0.9960
H -6.3282 -1.0697 0.7676
H -4.4767 -0.1070 2.1905
H -1.6620 -2.7041 0.1549
H -3.4569 -3.5002 -1.3994
C -0.9878 -3.1894 4.7061
C -0.6614 -1.8092 5.2590
C -1.9609 -1.0979 5.6355
C 0.1056 -2.0059 6.5669
C 0.1553 -0.9985 4.2361
H -1.6294 -3.7271 5.4184
H -0.0446 -3.7239 4.5653
H -1.4868 -3.1152 3.7315
H -2.5061 -1.7885 6.2994
H -1.8051 -0.1723 6.2059
H -2.5858 -0.8404 4.7785
H 1.0175 -2.5891 6.3646
H 0.3820 -1.0246 6.9844
H -0.5329 -2.5545 7.2815
H 0.4237 -0.0127 4.6572
*
```

So, what does the Löwdin scheme give us? The charges, in e, come out as: P 0.97; C -0.40; C -0.22; C -0.21; C -0.22; C -0.21; C -0.22; C -0.44; C -0.22; C -0.21; C -0.22; C -0.21; C -0.24; C -0.48; C -0.25; C -0.22; C -0.21; C -0.21; C -0.22; H 0.07; H 0.09; H 0.08; H 0.10; H 0.10; H 0.10; H 0.10; H 0.10; H 0.10; H 0.12; H 0.09; H 0.10; H 0.11; H 0.09; H 0.09; H 0.10; H 0.10; H 0.10; H 0.09; H 0.12; H 0.06; H 0.10; H 0.08; H 0.08; H 0.10; H 0.10; H 0.10; H 0.11; H 0.09; H 0.10; H 0.10; H 0.09; H 0.12; Pt 0.47; Cl -0.25; Cl -0.05; C -0.31; H 0.01; C -0.15; C -0.14; C -0.08; C -0.34; C -0.11; C -0.14; H 0.07; H 0.07; H 0.09; H 0.03; H 0.09; C -0.12; C -0.73; C -0.09; C -0.11; C -0.29; H 0.07; H 0.06; H 0.05; H 0.06; H 0.07; H 0.06; H 0.07; H 0.07; H 0.06; H -0.02

***

2.
# C30H49FN13O3S

A cluster of 9 separate species, C30H49FN13O3S in total (ωB97M-V/def2-TZVPD, the OMol25 dataset).

Output
HOMO level, eV: -11.344
Molecular weight, g/mol: 690.88

The geometry in ORCA input format:
```
! RIJCOSX wB97M-V def2-TZVPD def2/J DEFGRID3
* xyz 1 1
C 4.4559 -3.5566 2.7374
O 5.4196 -3.4047 1.6683
C 5.1726 -2.2277 0.8783
C 4.9782 -2.6078 -0.6898
C 5.5380 -1.3645 -1.5300
C 4.5988 -0.8642 -2.7247
N 3.1380 -1.0435 -2.4985
F 2.5356 -2.0033 -3.2458
C 2.3841 -0.3377 -1.6697
N 3.0525 0.7234 -0.8977
C 2.1124 1.8273 -0.5151
O 0.7394 1.4258 -0.3905
C 0.3320 0.7864 -1.6151
N 0.9285 -0.6006 -1.5837
C 0.5883 -1.3104 -0.3098
C -0.9977 -1.3555 0.0028
C -1.3411 -0.5210 1.3287
C -2.7711 0.2165 1.3156
S -3.1193 1.2318 -0.2000
C -2.7984 3.0155 0.0815
N -3.6453 4.0354 0.5914
N -2.9567 5.2133 0.5691
C -1.6475 4.9904 0.0415
O -1.5401 3.6035 -0.2596
H 4.9680 -4.1341 3.5893
H 4.0812 -2.5792 3.1853
H 3.5545 -4.2064 2.4270
H 4.3490 -1.5467 1.2780
H 6.1429 -1.6053 0.9103
H 3.9169 -2.9278 -0.9430
H 5.6510 -3.5246 -0.8603
H 5.8260 -0.4540 -0.9048
H 6.5188 -1.7187 -2.0206
H 4.7703 0.2555 -2.9289
H 4.8767 -1.3884 -3.7062
H 3.2996 0.2683 0.0055
H 2.4378 2.1748 0.5331
H 2.1757 2.7442 -1.2106
H -0.7868 0.7710 -1.7988
H 0.7973 1.3881 -2.4836
H 0.9304 -2.3951 -0.4374
H 1.1700 -0.9081 0.6013
H -1.5747 -1.0395 -0.9241
H -1.2717 -2.4434 0.2140
H -1.3845 -1.2898 2.1885
H -0.5537 0.2424 1.6308
H -2.9115 0.7920 2.3019
H -3.5607 -0.6264 1.3454
H -0.8666 5.8029 -0.1187
C -6.7535 3.2445 2.2682
C -6.2011 1.8902 2.5859
N -5.7700 0.8192 2.8433
H -6.0642 3.7806 1.6132
H -7.7173 3.1434 1.7671
H -6.8880 3.8148 3.1885
C -4.0518 -4.8002 1.4921
C -3.9033 -3.4665 0.8299
N -3.7868 -2.4177 0.3081
H -3.0755 -5.1680 1.8120
H -4.7012 -4.7117 2.3625
H -4.4893 -5.5140 0.7932
C -8.0161 -1.7762 0.8700
C -7.4981 -3.1404 1.2010
N -7.0912 -4.2114 1.4623
H -7.3175 -1.2663 0.2050
H -8.9852 -1.8577 0.3755
H -8.1295 -1.1914 1.7840
C 0.6549 3.5971 -5.0020
C 2.0554 4.0777 -4.7832
N 3.1514 4.4631 -4.6035
H -0.0550 4.3737 -4.7139
H 0.5062 3.3523 -6.0547
H 0.4692 2.7067 -4.4001
C 0.6733 8.8413 -0.9553
C 1.0651 7.3966 -0.9868
N 1.3733 6.2615 -1.0123
H -0.4075 8.9350 -1.0716
H 0.9694 9.2847 -0.0036
H 1.1672 9.3768 -1.7673
C -6.9626 -7.6888 3.5513
C -5.5561 -7.2207 3.7593
N -4.4517 -6.8524 3.9219
H -7.6610 -6.9011 3.8366
H -7.1179 -7.9399 2.5013
H -7.1528 -8.5729 4.1616
C 3.9870 6.6661 -7.3827
C 4.1204 8.0148 -8.0190
N 4.2252 9.0735 -8.5180
H 4.9656 6.3099 -7.0586
H 3.3263 6.7277 -6.5170
H 3.5696 5.9574 -8.0995
C 6.4010 -5.8827 6.6794
C 5.1314 -5.7055 5.9062
N 4.1342 -5.5670 5.2991
H 7.2551 -5.8533 6.0014
H 6.5016 -5.0833 7.4148
H 6.3889 -6.8433 7.1963
*
```

So, what does the Löwdin scheme give us? The charges, in e, come out as: C -0.12; O -0.21; C -0.23; C -0.14; C -0.17; C -0.09; N 0.00; F 0.11; C -0.13; N 0.11; C -0.17; O -0.14; C -0.15; N -0.03; C -0.15; C -0.18; C -0.24; C -0.48; S 0.90; C -0.51; N 0.00; N -0.01; C -0.06; O -0.08; H 0.06; H 0.09; H 0.10; H 0.11; H 0.13; H 0.10; H 0.13; H 0.11; H 0.13; H 0.15; H 0.15; H 0.13; H 0.16; H 0.15; H 0.12; H 0.14; H 0.13; H 0.13; H 0.09; H 0.10; H 0.12; H 0.10; H 0.09; H 0.03; H 0.10; C -0.06; C -0.24; N 0.12; H 0.05; H 0.08; H 0.08; C -0.10; C -0.20; N 0.14; H 0.07; H 0.04; H 0.08; C -0.06; C -0.22; N 0.13; H 0.08; H 0.08; H 0.07; C -0.06; C -0.25; N 0.12; H 0.08; H 0.08; H 0.05; C -0.05; C -0.25; N 0.11; H 0.08; H 0.08; H 0.08; C -0.06; C -0.24; N 0.12; H 0.08; H 0.08; H 0.08; C -0.09; C -0.26; N 0.11; H 0.08; H 0.06; H 0.07; C -0.06; C -0.24; N 0.12; H 0.08; H 0.08; H 0.08

***

3.
# C30H49N7O11

A cluster of 7 separate species, C30H49N7O11 in total (ωB97M-V/def2-TZVPD, the OMol25 dataset).

Output
HOMO level, eV: -8.576
Molecular weight, g/mol: 683.76

The geometry in ORCA input format:
```
! RIJCOSX wB97M-V def2-TZVPD def2/J DEFGRID3
* xyz 0 1
C 10.0714 11.9627 43.2580
C 11.7015 12.3213 43.2976
C 12.1390 13.6651 42.8565
C 13.5930 13.9319 43.3607
C 13.7961 13.8688 44.8702
C 13.4824 12.4459 45.2629
N 12.0878 12.0327 44.8010
O 11.4795 11.0236 45.3070
C 13.4092 12.5571 46.8202
C 14.5442 11.4253 44.8985
C 12.2688 11.3011 42.3269
H 9.8971 12.3135 42.3454
H 9.6115 12.6721 44.0287
H 9.9290 10.9060 43.4863
H 11.4171 14.5312 42.9735
H 11.8644 13.5993 41.8031
H 13.8206 14.9889 42.9280
H 14.0846 13.2041 42.7651
H 13.2208 14.5021 45.4746
H 14.9310 14.3004 45.0450
H 12.3730 12.8108 47.1582
H 14.3617 13.1462 47.3590
H 13.5864 11.4873 47.3865
H 14.2637 10.4679 45.5309
H 15.3549 11.8197 45.4549
H 14.6894 11.3421 43.8771
H 11.7214 11.2741 41.3783
H 11.9044 10.2235 42.7504
H 13.2811 10.9933 42.3699
N 9.0596 14.9009 45.9952
O 10.0289 14.4574 46.6047
O 9.2778 15.7269 45.0202
O 7.9590 14.3631 46.0976
C 11.0114 14.8787 49.5170
C 11.1907 13.9560 50.8094
C 12.6039 13.9301 51.4653
C 13.7485 14.7691 50.8497
C 13.5811 15.6898 49.5775
C 12.0399 15.6138 49.0486
N 15.0628 14.7847 51.5378
O 16.0864 15.0271 50.7925
O 15.1056 14.2465 52.5753
H 10.1575 14.9288 48.8910
H 10.4132 13.3741 51.2010
H 12.8937 13.3518 52.3144
H 14.2064 16.5066 49.1623
H 11.8629 16.1881 48.1441
C 6.5255 15.9282 40.8339
C 6.7928 15.3706 42.2899
C 5.6493 14.9483 43.1587
C 4.1499 14.9379 42.5130
C 4.0019 15.6474 41.1062
C 5.2323 16.1624 40.3698
N 3.0448 14.4407 43.2642
O 1.8896 14.9784 42.9726
O 3.3368 13.5717 44.0622
H 7.4735 16.2161 40.2724
H 7.8339 15.5310 42.6894
H 5.6881 14.5615 44.0935
H 2.9221 15.9349 40.7684
H 5.0845 16.6838 39.4748
C 6.3681 17.0123 48.1965
O 5.9842 17.0695 49.4399
N 6.2509 18.0505 47.4361
C 6.7615 17.9400 45.9634
C 5.6745 19.3540 47.6690
H 6.8516 16.1219 47.6598
H 7.8324 17.6931 45.9775
H 6.6216 18.7560 45.3843
H 6.2475 17.0922 45.5702
H 5.4649 19.5284 48.6908
H 4.6571 19.3773 47.0884
H 6.3195 20.2645 47.4073
C 6.2478 11.1293 46.9078
O 5.2235 10.4435 46.7249
N 7.4007 10.4660 47.0576
C 8.6263 11.2322 47.1202
C 7.5017 9.0375 47.0565
H 6.1247 12.2212 47.0438
H 9.4875 10.8234 47.5032
H 8.5341 11.8496 47.9226
H 8.8401 11.9069 46.1409
H 8.3433 8.3621 47.5411
H 7.4429 8.7345 46.0680
H 6.5766 8.7971 47.4561
C 11.9296 20.6241 45.6388
O 12.7536 21.2860 46.3103
N 12.1437 19.2942 45.3052
C 11.2295 18.4641 44.5910
C 13.2285 18.4979 45.9928
H 11.2445 21.1266 45.0451
H 10.9276 18.9908 43.7384
H 10.2003 18.1853 45.0317
H 11.4277 17.6140 44.1568
H 12.8136 17.9154 46.7727
H 13.9429 19.1562 46.5256
H 13.7090 17.9714 45.2214
*
```

So, what does the Löwdin scheme give us? The charges, in e, come out as: C 0.05; C -0.40; C -0.15; C -0.15; C -0.14; C -0.49; N 0.12; O 0.18; C -0.05; C 0.02; C -0.03; H 0.03; H 0.11; H 0.09; H 0.14; H 0.13; H 0.15; H 0.09; H 0.10; H 0.20; H 0.08; H 0.16; H 0.13; H 0.15; H 0.09; H 0.05; H 0.11; H 0.14; H 0.06; N -0.60; O -0.07; O -0.12; O -0.05; C -0.08; C 0.05; C 0.04; C -0.10; C 0.10; C -0.10; N -0.38; O 0.00; O 0.10; H 0.06; H 0.05; H 0.07; H 0.09; H 0.06; C -0.08; C -0.02; C 0.06; C -0.07; C 0.06; C -0.11; N -0.36; O 0.01; O 0.10; H 0.10; H 0.08; H 0.03; H 0.12; H 0.06; C -0.31; O -0.09; N -0.17; C 0.01; C -0.07; H 0.14; H 0.07; H 0.04; H 0.07; H 0.06; H 0.13; H 0.11; C -0.29; O -0.03; N -0.18; C -0.07; C -0.05; H 0.15; H 0.05; H 0.05; H 0.11; H 0.14; H 0.06; H 0.05; C -0.27; O -0.02; N -0.15; C -0.09; C -0.01; H 0.11; H 0.07; H 0.11; H 0.01; H 0.05; H 0.09; H 0.06

***

4.
# C30H50As2ClF6IrO3P

A structure of composition C30H50As2ClF6IrO3P (ωB97M-V/def2-TZVPD, the OMol25 dataset).

Output
HOMO level (spin up / spin down), eV: -14.621 / -15.179
Molecular weight, g/mol: 981.20

The geometry in ORCA input format:
```
! RIJCOSX wB97M-V def2-TZVPD def2/J DEFGRID3
* xyz 2 2
Ir -0.7849 0.3931 0.6001
C -1.6953 3.8102 -0.9887
As -0.4378 3.0344 0.2827
C 1.2199 3.8279 -0.4099
C -0.7210 4.2023 1.8057
H -1.7961 4.8606 -0.7175
H -2.6728 3.3368 -0.9360
H -1.2990 3.7383 -1.9985
H 1.0696 4.9067 -0.4185
H 1.4532 3.5010 -1.4220
H 2.0550 3.5980 0.2511
H -0.3525 5.1847 1.5145
H -0.1926 3.8587 2.6897
H -1.7837 4.2586 2.0259
C 1.1847 -4.2413 -3.5883
C 1.5384 -4.2287 -2.1055
C 1.6163 -2.7870 -1.5598
C 0.6715 -1.8543 -2.3392
C -0.5907 -2.6384 -2.7151
C -0.2085 -3.6324 -3.8213
P 0.3973 -0.2290 -1.4924
C 2.0872 0.4689 -1.1533
C 3.0898 0.4493 -2.3206
C 4.5338 0.5024 -1.7936
C 4.6315 1.4055 -0.5673
C 3.8250 0.8254 0.6096
C 2.7196 -0.1196 0.1190
C -0.3898 0.9284 -2.7087
C -1.9236 0.7961 -2.6018
C -2.6123 1.6348 -3.6740
C -2.2256 1.1692 -5.0943
C -0.9677 0.2938 -5.1062
C 0.0966 0.8700 -4.1725
H 1.2149 -5.2590 -3.9755
H 1.9468 -3.6900 -4.1486
H 2.4899 -4.7302 -1.9337
H 0.7775 -4.7889 -1.5575
H 2.6428 -2.4294 -1.6536
H 1.3440 -2.7869 -0.5028
H 1.1523 -1.5386 -3.2710
H -1.3960 -2.0002 -3.0712
H -0.9591 -3.1583 -1.8284
H -0.2357 -3.1390 -4.7957
H -0.9634 -4.4193 -3.8545
H 1.8502 1.5095 -0.9060
H 2.9102 1.3133 -2.9646
H 2.9756 -0.4419 -2.9407
H 5.1865 0.8677 -2.5859
H 4.8795 -0.5016 -1.5371
H 4.2598 2.4020 -0.8268
H 5.6756 1.5339 -0.2843
H 3.3749 1.6361 1.1905
H 4.4828 0.2783 1.2864
H 1.9701 -0.2285 0.8981
H 3.1391 -1.1048 -0.0767
H -0.1259 1.9068 -2.2908
H -2.2457 1.1057 -1.5935
H -2.2335 -0.2429 -2.7189
H -2.3421 2.6853 -3.5434
H -3.6931 1.5784 -3.5450
H -2.0602 2.0442 -5.7247
H -3.0446 0.6140 -5.5522
H -0.5721 0.2398 -6.1202
H -1.2154 -0.7279 -4.8105
H 0.3083 1.8903 -4.5016
H 1.0281 0.3108 -4.2672
C -3.3662 -2.4794 5.7226
C -2.1732 -1.6615 6.0693
C -2.1347 -0.8642 7.1812
C -1.0290 -0.0450 7.4352
Cl -1.0142 0.9612 8.7871
C 0.0868 -0.0399 6.5567
C 0.0963 -0.8537 5.4677
C -1.0227 -1.6757 5.1963
O -1.1209 -2.5138 4.1917
C -0.1026 -2.7446 3.2196
C -0.1014 -1.6734 2.1111
O 0.2811 -0.5055 2.3981
O -0.4746 -1.9686 0.9642
H -4.1015 -2.4587 6.5216
H -3.0920 -3.5116 5.5033
H -3.8216 -2.0805 4.8112
H -2.9751 -0.8543 7.8617
H 0.9221 0.6162 6.7571
H 0.9409 -0.8374 4.7981
H -0.3579 -3.6930 2.7592
H 0.8874 -2.7923 3.6775
F -2.9845 1.7552 1.1526
As -2.9755 1.2844 2.9002
F -2.5048 -0.3181 2.2550
F -4.6026 0.8331 2.8138
F -3.3080 2.8910 3.3472
F -2.7641 0.7191 4.5058
F -1.2456 1.6579 2.8495
*
```

So, what does the Löwdin scheme give us? The charges, in e, come out as: Ir 1.10; C -0.24; As 1.11; C -0.25; C -0.25; H 0.06; H 0.04; H 0.02; H 0.05; H 0.03; H 0.03; H 0.05; H 0.04; H 0.03; C -0.18; C -0.17; C -0.19; C -0.38; C -0.19; C -0.17; P 1.09; C -0.42; C -0.18; C -0.18; C -0.18; C -0.17; C -0.21; C -0.42; C -0.23; C -0.17; C -0.16; C -0.18; C -0.16; H 0.12; H 0.12; H 0.12; H 0.12; H 0.10; H 0.09; H 0.11; H 0.08; H 0.12; H 0.11; H 0.12; H 0.05; H 0.12; H 0.10; H 0.12; H 0.12; H 0.11; H 0.12; H 0.10; H 0.12; H 0.06; H 0.10; H 0.06; H 0.07; H 0.10; H 0.10; H 0.12; H 0.12; H 0.12; H 0.12; H 0.10; H 0.13; H 0.09; C 0.01; C -0.15; C -0.03; C -0.61; Cl 0.87; C -0.03; C 0.04; C -0.17; O 0.06; C 0.00; C -0.62; O -0.07; O -0.03; H 0.10; H 0.10; H 0.11; H 0.14; H 0.13; H 0.12; H 0.15; H 0.15; F -0.35; As 0.77; F -0.30; F -0.17; F -0.19; F -0.18; F -0.33